Here is a 3-piece molecular cluster, C4H8O2S2 overall in a non-equilibrium geometry from the OMol25 dataset. Energies are from wB97M-V/def2-TZVPD.

Geometry (Å):
C -1.3158 -1.0683 1.3975
C -1.2687 -0.6488 -1.6649
O -2.3292 -1.3017 -1.2504
O -1.0334 0.6384 -1.6483
C -0.4526 -1.1309 2.4515
S 1.9788 -0.8528 0.2864
S 1.9432 1.1990 0.4315
C 1.5338 2.0337 -1.0944
H -2.2053 -1.6773 1.2577
H -1.0307 -0.3756 0.5927
H -0.4329 -1.2582 -2.0624
H -0.4173 -1.8743 3.2190
H 0.3810 -0.4680 2.4098
H 0.9242 1.4785 -1.7380
H 2.5296 2.2559 -1.6484
H 1.1953 3.0504 -0.9392

Output
Spin multiplicity = 1
HOMO energy = -8.37 eV
Max |F| = 4.634 eV Å⁻¹
Gap between HOMO and LUMO = 0.1339 Eh

=====

Here is one molecule with the formula C4H8O2Se in a non-equilibrium geometry from the OMol25 dataset. Energies are from wB97M-V/def2-TZVPD.

Geometry (Å):
C -0.2641 -0.1528 -0.8095
C -0.6409 -1.3361 -0.0079
C 0.1918 0.8881 0.2437
C 1.1246 -0.0401 1.3760
O -0.8118 1.5498 0.8900
O 0.6081 0.2931 2.5874
Se 0.9380 -2.0093 0.9587
H 0.5611 -0.3219 -1.4556
H -1.0319 0.2640 -1.4672
H -1.5055 -1.0988 0.6626
H -0.8507 -2.0745 -0.6983
H 0.9798 1.7295 -0.1167
H 2.1428 0.2796 1.4196
H -1.3570 0.8795 1.2947
H -0.0399 0.9460 2.3996

Output
SMILES = O[C@@H]1CC[Se][C@@H]1O
Spin multiplicity = 1
HOMO energy = -8.62 eV
Max |F| = 4.921 eV Å⁻¹
Gap between HOMO and LUMO = 0.3415 Eh

=====

Here is a 2-piece molecular cluster, C4H8O3 overall from the OMol25 dataset. Energies are from wB97M-V/def2-TZVPD.

Geometry (Å):
C -0.5893 -0.5122 2.1932
C -0.3536 -0.5280 0.6947
O -0.8300 0.6554 0.0675
C 0.9672 -0.1361 0.1971
O 1.2707 0.8963 -1.7285
C 0.3676 0.7661 -2.5867
O -0.8239 0.4032 -2.3774
H -0.1701 0.3984 2.6307
H -0.1333 -1.3827 2.6792
H -1.6652 -0.5279 2.3973
H -0.7545 -1.4383 0.2333
H -0.9378 0.5000 -0.9873
H 1.5355 -0.7366 -0.4958
H 1.4798 0.6625 0.7211
H 0.6370 0.9799 -3.6384

Output
Spin multiplicity = 1
HOMO energy (alpha / beta) = -9.70 / -9.70 eV
Max |F| = 0.426 eV Å⁻¹
Gap between HOMO and LUMO (alpha / beta) = 0.3296 / 0.3296 Eh

=====

Here is one molecule with the formula C4H8O3 from the OMol25 dataset. Energies are from wB97M-V/def2-TZVPD.

Geometry (Å):
C 2.0132 0.3510 0.4342
C 0.6266 -0.2205 0.1374
O 0.0524 -0.4969 1.3901
C -0.2688 0.7535 -0.6553
O -1.7166 0.5517 -0.6161
C -2.3609 -0.5882 -0.4122
O -1.9189 -1.6590 -0.0537
H 1.9414 1.2856 0.9989
H 2.6260 0.5299 -0.4550
H 2.5309 -0.3734 1.0736
H 0.7642 -1.1399 -0.4508
H -0.6877 -1.0963 1.1992
H -0.0166 0.7646 -1.7231
H -0.1535 1.7627 -0.2491
H -3.4318 -0.4249 -0.6180

Output
SMILES = C[C@@H](O)COC=O
Spin multiplicity = 1
HOMO energy = -10.27 eV
Max |F| = 0.734 eV Å⁻¹
Gap between HOMO and LUMO = 0.4085 Eh

=====

Here is a 2-piece molecular cluster, C4H8O3 overall in a non-equilibrium geometry from the OMol25 dataset. Energies are from wB97M-V/def2-TZVPD.

Geometry (Å):
C -2.2242 -0.5417 -0.1667
C 0.5793 -1.0825 -1.0289
C 0.5095 0.0547 -0.0458
C -0.7437 0.9067 -0.2685
O -2.3039 -1.0725 0.8912
O -0.8314 1.6225 -1.4789
O -0.8685 1.9055 0.7761
H -2.6940 -0.6676 -1.1454
H 1.5360 -1.1772 -1.4192
H 0.3486 -2.0094 -0.4916
H -0.2099 -1.0266 -1.7855
H 0.5401 -0.3348 0.9673
H 1.3771 0.6295 0.0007
H -0.3045 1.2872 -2.2067
H -1.8062 2.0670 0.8547

Output
Spin multiplicity = 1
HOMO energy = -8.45 eV
Max |F| = 4.972 eV Å⁻¹
Gap between HOMO and LUMO = 0.3344 Eh

=====

Here is one molecule with the formula C4H8O3 from the OMol25 dataset. Energies are from wB97M-V/def2-TZVPD.

Geometry (Å):
O -0.6318 -1.2099 1.5112
C -0.2680 -1.7113 0.2334
C 0.6859 -0.7365 -0.4696
C 0.0045 0.5797 -0.7803
O -0.6844 0.7289 -1.7719
C 0.1625 1.7268 0.1976
O -0.5392 2.8557 -0.2235
H -0.4645 -1.8766 2.1876
H -1.1646 -1.8395 -0.3898
H 0.2365 -2.6814 0.3152
H 1.0261 -1.1713 -1.4188
H 1.5513 -0.5808 0.1829
H -0.1841 1.3745 1.1826
H 1.2384 1.9455 0.3000
H -0.9686 2.5963 -1.0568

Output
SMILES = O=C(CO)CCO
Spin multiplicity = 1
HOMO energy = -10.16 eV
Max |F| = 0.488 eV Å⁻¹
Gap between HOMO and LUMO = 0.3942 Eh

=====

Here is C4H8O3 as an isolated structure from the OMol25 dataset. Energies are from wB97M-V/def2-TZVPD.

Geometry (Å):
C 1.2013 1.5547 0.5022
C 0.6211 0.6481 -0.4315
O 1.3292 -0.8242 0.3245
C -0.8679 0.4365 -0.4678
O -1.2538 -0.8133 -1.0649
C -1.4232 -1.8399 -0.2341
O -1.2754 -1.8143 0.9650
H 1.9978 2.2081 0.1593
H 1.6766 0.1874 0.8488
H 0.5555 1.9586 1.2814
H 1.1023 0.5232 -1.3992
H 0.6610 -1.2226 0.9172
H -1.2901 1.2026 -1.1252
H -1.3153 0.5271 0.5251
H -1.7192 -2.7321 -0.8008

Output
Spin multiplicity = 1
HOMO energy = -8.41 eV
Max |F| = 0.541 eV Å⁻¹
Gap between HOMO and LUMO = 0.3399 Eh

=====

Here is a 2-piece molecular cluster, C4H8O3 overall from the OMol25 dataset. Energies are from wB97M-V/def2-TZVPD.

Geometry (Å):
O -1.3799 2.8013 -0.6521
C -1.3833 1.5097 -0.8608
C -0.8776 -1.4674 0.6871
C 0.5589 -1.1729 0.3672
O 1.1973 -1.7719 -0.4778
C 1.2355 -0.0299 1.1121
O 2.5498 0.1410 0.6836
H -1.8385 2.9751 0.1868
H -0.8399 1.4194 -1.8312
H -1.4842 -0.6521 0.2683
H -1.1734 -2.4192 0.2425
H -1.0458 -1.4820 1.7695
H 0.6343 0.8816 0.9470
H 1.1929 -0.2435 2.1923
H 2.6790 -0.5432 0.0022

Output
Spin multiplicity = 1
HOMO energy = -9.35 eV
Max |F| = 0.439 eV Å⁻¹
Gap between HOMO and LUMO = 0.3517 Eh

=====

Here is a 2-piece molecular cluster, C4H8O3 overall from the OMol25 dataset. Energies are from wB97M-V/def2-TZVPD.

Geometry (Å):
C 0.2779 0.8047 -2.2778
O 0.7836 0.3690 -1.0111
C -0.0219 -0.4767 -0.3407
O -1.1184 -0.8030 -0.7357
C 0.6026 -0.9127 0.9355
C -0.0485 -1.7477 1.7394
O -0.6373 1.8540 1.6656
H -0.6108 1.4269 -2.1414
H 1.0829 1.3792 -2.7364
H 0.0173 -0.0572 -2.8967
H 1.5867 -0.5174 1.1694
H 0.0085 1.7379 0.9584
H -1.0314 -2.1207 1.4610
H 0.3765 -2.0736 2.6835
H -1.2677 1.1372 1.5271

Output
SMILES = C=CC(=O)OC.O
Spin multiplicity = 1
HOMO energy = -10.65 eV
Max |F| = 0.484 eV Å⁻¹
Gap between HOMO and LUMO = 0.4056 Eh

=====

Here is one molecule with the formula C4H8O3 in a non-equilibrium geometry from the OMol25 dataset. Energies are from wB97M-V/def2-TZVPD.

Geometry (Å):
O 2.0346 -0.2929 -1.2069
C 1.3552 0.6093 -0.8178
O 1.7403 1.9223 -0.8195
C -0.1049 0.4926 -0.4392
C -0.5711 -0.7884 0.2039
C -1.6689 -0.4348 1.2284
O -2.4877 -1.5562 1.5517
H 2.2045 2.0931 -1.6497
H -0.7305 0.8482 -1.2625
H -0.2270 1.3280 0.2635
H -0.8959 -1.6087 -0.4280
H 0.2649 -1.2521 0.7401
H -1.1672 -0.0384 2.1138
H -2.3248 0.3044 0.7848
H -1.8732 -2.2032 1.9136

Output
SMILES = O=C(O)CCCO
Spin multiplicity = 1
HOMO energy = -10.43 eV
Max |F| = 1.477 eV Å⁻¹
Gap between HOMO and LUMO = 0.4055 Eh

=====

Here is one molecule with the formula C4H8O3 in a non-equilibrium geometry from the OMol25 dataset. Energies are from wB97M-V/def2-TZVPD.

Geometry (Å):
C 2.3551 0.2029 1.2372
O 0.9479 0.3149 1.1658
C 0.5522 0.4058 -0.1523
O 0.7116 -0.6287 -0.9709
C -0.8619 0.5085 -0.4773
C -1.7417 -0.6627 -0.5750
O -3.0868 -0.4456 -0.2777
H 2.8777 1.0716 0.8021
H 2.5805 0.1500 2.2985
H 2.7296 -0.6979 0.7364
H -1.2897 1.4696 -0.7886
H 0.9558 1.3322 -0.6089
H -1.6021 -1.1568 -1.5354
H -1.4487 -1.3810 0.1778
H -3.6796 -0.4828 -1.0316

Output
Spin multiplicity = 1
HOMO energy (alpha / beta) = -9.40 / -9.81 eV
Max |F| = 1.514 eV Å⁻¹
Gap between HOMO and LUMO (alpha / beta) = 0.3088 / 0.3300 Eh

=====

Here is C4H8O3 as an isolated structure in a non-equilibrium geometry from the OMol25 dataset. Energies are from wB97M-V/def2-TZVPD.

Geometry (Å):
C -2.6718 0.0687 -0.4260
O -1.7369 -0.2559 0.6145
C -0.4880 0.1647 0.3322
O -0.2878 0.9217 -0.5967
C 0.6367 -0.4544 1.0558
C 1.8915 -0.2043 -0.4330
O 3.1344 0.0539 0.0898
H -2.5742 -0.6693 -1.2304
H -3.6658 0.0180 0.0125
H -2.4751 1.0601 -0.8371
H 1.2287 0.1765 1.7021
H 0.2674 -1.2949 1.7201
H 1.8040 -1.1750 -0.8910
H 1.6473 0.5816 -1.1883
H 3.2897 1.0086 0.0755

Output
Spin multiplicity = 1
HOMO energy = -9.50 eV
Max |F| = 1.815 eV Å⁻¹
Gap between HOMO and LUMO = 0.3781 Eh

=====

Here is one molecule with the formula C4H8O3 from the OMol25 dataset. Energies are from wB97M-V/def2-TZVPD.

Geometry (Å):
C -2.2814 0.6712 -1.2774
O -1.4115 0.0265 -0.3755
C -0.0561 -1.2656 1.3434
C 0.5273 -0.7310 0.2727
O -0.1668 -0.6536 -0.9097
O 1.7124 -0.0829 0.3642
C 2.3186 0.4420 -0.8009
H -2.8302 -0.0213 -1.9219
H -1.8323 1.4884 -1.8533
H -2.9992 1.1105 -0.5653
H 0.3076 -1.0569 2.3388
H -0.9819 -1.8070 1.2123
H 2.6169 -0.3588 -1.4881
H 1.6542 1.1342 -1.3244
H 3.2060 0.9756 -0.4489

Output
SMILES = C=C(OC)OOC
Spin multiplicity = 1
HOMO energy = -8.48 eV
Max |F| = 0.837 eV Å⁻¹
Gap between HOMO and LUMO = 0.3429 Eh

=====

Here is C4H8O3 as an isolated structure in a non-equilibrium geometry from the OMol25 dataset. Energies are from wB97M-V/def2-TZVPD.

Geometry (Å):
C 0.9675 -0.5370 -1.2694
C 0.3676 0.5265 -0.3831
O -1.0683 1.1791 -1.0487
C -0.1211 0.2103 1.0070
O -0.9292 1.2465 1.3478
C -0.6458 -1.2020 1.2879
O -1.6356 -1.4597 1.9209
H 0.9791 -0.1158 -2.2698
H 2.0090 -0.7978 -1.0140
H 0.3803 -1.4583 -1.2665
H 0.9661 1.4330 -0.3005
H -0.9859 2.0746 -1.4423
H 0.9460 0.1372 1.4039
H -1.3369 1.4293 0.1850
H 0.0223 -2.0165 0.9164

Output
Spin multiplicity = 1
HOMO energy = -9.22 eV
Max |F| = 2.723 eV Å⁻¹
Gap between HOMO and LUMO = 0.3508 Eh

=====

Here is a 2-piece molecular cluster, C4H8O3S overall in a non-equilibrium geometry from the OMol25 dataset. Energies are from wB97M-V/def2-TZVPD.

Geometry (Å):
C -2.7014 0.0243 -0.6139
C -1.9492 -0.7881 0.5205
C -1.6710 0.6205 0.1704
C 3.1764 0.0082 -0.2527
O 0.7275 -0.7384 -1.2481
O 1.2776 0.6154 0.9829
O -1.1445 1.5773 0.5965
S 1.4666 0.4498 -0.7024
H -2.3773 -0.4522 -1.5312
H -3.8081 0.3913 -0.5503
H -2.4882 -0.7374 1.5032
H -1.2816 -1.6485 0.4355
H 3.7243 1.0080 -0.1267
H 3.1263 -0.5571 0.7501
H 3.5479 -0.6105 -1.1030
H 0.3747 0.8374 1.1692

Output
Spin multiplicity = 1
HOMO energy = -9.48 eV
Max |F| = 2.781 eV Å⁻¹
Gap between HOMO and LUMO = 0.3768 Eh

=====

Here is C4H8O3S as an isolated structure in a non-equilibrium geometry from the OMol25 dataset. Energies are from wB97M-V/def2-TZVPD.

Geometry (Å):
C 0.9514 -0.0852 0.9981
C -0.0449 0.4094 0.2656
C -0.0046 1.5454 -0.6919
C -1.4420 -0.0315 0.5985
O 2.1500 -1.3313 -1.0576
O 0.4457 -2.6580 0.0709
O -0.2078 -0.9806 -1.5562
S 0.7767 -1.4966 -0.6457
H 1.9887 0.2076 0.9453
H 0.7501 -0.7047 1.8619
H -0.7207 1.5533 -1.4890
H 1.0636 1.9880 -1.0255
H -0.4587 2.3895 -0.0488
H -1.7035 -0.4832 -0.3107
H -2.1567 0.6366 0.8608
H -1.3871 -0.9586 1.2244

Output
Spin multiplicity = 1
HOMO energy = -10.66 eV
Max |F| = 4.531 eV Å⁻¹
Gap between HOMO and LUMO = 0.3958 Eh

=====

Here is a 2-piece molecular cluster, C4H8O4 overall in a non-equilibrium geometry from the OMol25 dataset. Energies are from wB97M-V/def2-TZVPD.

Geometry (Å):
C 1.2536 -0.4301 -1.4446
C 2.3177 -0.6782 -2.4773
C -1.3648 0.3626 1.3984
C -2.2145 0.6832 2.5511
H -0.0539 -1.2366 -0.3586
H 2.8392 0.3128 -2.6310
H 3.0113 -1.3869 -2.0636
H 1.8819 -0.9597 -3.4105
H -0.2114 1.1657 0.1342
H -2.6132 -0.2478 2.9933
H -1.5810 1.1502 3.2920
H -2.9980 1.3947 2.2529
O 1.0713 0.6978 -0.9845
O 0.6085 -1.5048 -1.0680
O -1.1466 -0.7739 0.9544
O -0.8001 1.4509 0.8619

Output
SMILES = CC(=O)O.CC(=O)O
Spin multiplicity = 1
HOMO energy = -10.61 eV
Max |F| = 2.342 eV Å⁻¹
Gap between HOMO and LUMO = 0.4216 Eh

=====

Here is a 2-piece molecular cluster, C4H8O4 overall in a non-equilibrium geometry from the OMol25 dataset. Energies are from wB97M-V/def2-TZVPD.

Geometry (Å):
C -1.1719 0.1128 1.4146
C -1.9960 0.6876 2.6595
C 1.2292 -0.0263 -1.4093
C 2.0741 -0.3160 -2.6334
H -0.9618 0.2214 -0.2826
H -1.6739 0.3719 3.5877
H -2.1437 1.8272 2.5669
H -3.2221 0.3304 2.6304
H 0.8518 -0.6153 0.4517
H 1.4926 -0.1320 -3.5309
H 2.9470 0.1173 -2.4376
H 2.3060 -1.3822 -2.5342
O -0.0427 -0.6032 1.6533
O -1.8204 0.1545 0.1990
O 0.1495 0.5370 -1.6827
O 1.6625 -0.5242 -0.2496

Output
SMILES = CC(=O)O.CC(=O)O
Spin multiplicity = 1
HOMO energy = -10.40 eV
Max |F| = 7.195 eV Å⁻¹
Gap between HOMO and LUMO = 0.3881 Eh

=====

Here is one molecule with the formula C4H8O4 in a non-equilibrium geometry from the OMol25 dataset. Energies are from wB97M-V/def2-TZVPD.

Geometry (Å):
C 1.9758 0.1968 -0.5441
C -1.7890 -0.0708 0.4043
C -0.5822 0.4447 -0.3603
C 0.6862 -0.4969 -0.0684
O 2.7300 0.7568 0.2395
O -0.1455 1.7381 -0.1316
O 0.9099 -0.6097 1.2847
O 0.4870 -1.6574 -0.8437
H 2.2091 0.0362 -1.5305
H -1.8752 0.2658 1.5284
H -1.8104 -1.1431 0.5765
H -2.8141 0.2015 0.0188
H -0.8270 0.2027 -1.3521
H -0.8285 2.5166 -0.2925
H 1.7283 -0.0607 1.5108
H -0.0545 -2.3206 -0.4396

Output
SMILES = C[C@@H](O)C(O)(O)C=O
Spin multiplicity = 1
HOMO energy = -9.98 eV
Max |F| = 3.894 eV Å⁻¹
Gap between HOMO and LUMO = 0.3905 Eh

=====

Here is a 2-piece molecular cluster, C4H8O4P overall in a non-equilibrium geometry from the OMol25 dataset. Energies are from wB97M-V/def2-TZVPD.

Geometry (Å):
C 2.6323 0.0156 1.1551
C 0.5868 -1.9674 -0.3311
C 2.6420 0.4900 -0.2394
C -2.7890 0.1370 -0.3809
O -1.1687 -0.8187 1.3842
O -0.1854 0.5851 -0.4619
O 0.9377 -2.4817 -1.3087
O -2.6069 1.4692 -0.0774
P -1.0528 -0.6748 -0.2729
H 2.2074 0.6836 1.9069
H 2.6738 1.5782 -0.2458
H 3.3983 0.0769 -0.9484
H 1.4806 0.5063 -0.5852
H -3.1295 0.1272 -1.4295
H -3.6180 -0.2245 0.3798
H -0.3916 -1.2294 1.6241
H -1.6170 1.7274 -0.1688

Output
Total charge = -1
Spin multiplicity = 1
HOMO energy (alpha / beta) = -3.49 / -3.49 eV
Max |F| = 3.513 eV Å⁻¹
Gap between HOMO and LUMO (alpha / beta) = 0.2645 / 0.2642 Eh